Model one:
C3H2BrClO | wB97M-V/def2-TZVPD

Computed properties:
- frontier orbital gap (spin up / spin down) (hartree) = 0.2692 / 0.3193
- E_LUMO (spin up / spin down) (eV) = -1.576 / -0.534
- multiplicity = 1

```
8
C3H2BrClO, DFT wB97M-V/def2-TZVPD
C 0.767 -1.414 0.008
C 0.906 1.594 0.069
C 1.664 0.353 0.009
O 1.378 2.733 -0.084
Cl 1.802 -2.670 -0.037
Br 3.517 0.401 -0.031
H -0.340 -1.596 0.070
H -0.180 1.630 0.141
```

---

Model two:
C3H2BrClO | wB97M-V/def2-TZVPD

Computed properties:
- frontier orbital gap (spin up / spin down) (hartree) = 0.2994 / 0.3047
- E_LUMO (spin up / spin down) (eV) = -1.568 / -1.079
- multiplicity = 1

```
8
C3H2BrClO, DFT wB97M-V/def2-TZVPD
C 0.587 0.872 0.385
C -0.446 0.579 1.135
C 0.033 -0.993 -1.694
O -0.916 -0.934 -2.426
Cl -0.621 1.427 2.725
Br 1.124 -2.489 -1.332
H 1.461 1.657 0.406
H -1.222 -0.120 0.801
```

---

Q: Which of them is the most stable? A: model two.

---

Model one:
C4H11N2O | wB97M-V/def2-TZVPD

Computed properties:
- charge = +2
- frontier orbital gap (spin up / spin down) (hartree) = 0.4485 / 0.2773
- ⟨S²⟩ = 0.768
- E_LUMO (spin up / spin down) (eV) = -8.560 / -13.316
- multiplicity = 2

```
18
C4H11N2O, DFT wB97M-V/def2-TZVPD
N -0.375 -1.776 -2.033
C -0.641 -0.413 -1.436
C -0.516 -0.610 0.112
N -0.056 0.457 0.871
C 0.779 1.570 0.515
C 1.178 2.378 1.749
O -0.635 -1.704 0.597
H 0.498 -1.789 -2.577
H -1.145 -2.036 -2.674
H -0.197 -2.445 -1.271
H 0.169 0.232 -1.805
H -1.527 0.131 -1.745
H -0.035 0.262 1.881
H 1.757 1.290 0.095
H 0.203 2.137 -0.227
H 0.357 3.019 2.107
H 1.965 3.050 1.435
H 1.600 1.834 2.602
```

---

Model two:
C4H11N2O | wB97M-V/def2-TZVPD

Computed properties:
- charge = +2
- frontier orbital gap (spin up / spin down) (hartree) = 0.4426 / 0.2883
- ⟨S²⟩ = 0.767
- E_LUMO (spin up / spin down) (eV) = -9.165 / -13.191
- multiplicity = 2

```
18
C4H11N2O, DFT wB97M-V/def2-TZVPD
N 1.389 -2.179 -0.602
C 0.787 -1.121 0.346
C -0.036 -0.190 -0.540
N -0.832 0.676 0.195
C -0.370 1.446 1.432
C -1.625 1.446 -0.764
O 0.235 -0.173 -1.770
H 1.691 -1.638 -1.439
H 0.847 -2.983 -0.984
H 2.252 -2.543 -0.113
H 1.673 -0.816 0.855
H 0.233 -1.673 1.074
H 0.406 2.241 1.270
H -1.325 1.916 1.954
H 0.008 0.702 2.103
H -2.084 0.695 -1.429
H -2.322 2.091 -0.231
H -0.927 2.103 -1.357
```

---

Q: Which of them is the most stable? A: model one.

---

Model one:
C3H5NS3 | wB97M-V/def2-TZVPD

Computed properties:
- frontier orbital gap (hartree) = 0.2724
- E_LUMO (eV) = -1.124
- multiplicity = 1

```
12
C3H5NS3, DFT wB97M-V/def2-TZVPD
C -1.782 -1.101 0.689
C -0.678 0.925 -0.506
C 0.797 0.679 -0.926
H -0.715 -1.323 1.005
H -2.123 -0.360 1.354
H -2.355 -2.057 0.623
H 1.152 0.805 -2.003
H 3.637 -0.328 0.844
N 1.588 0.476 0.096
S -1.462 -0.445 -0.950
S -1.320 2.338 -0.003
S 3.261 0.391 -0.222
```

---

Model two:
C3H5NS3 | wB97M-V/def2-TZVPD

Computed properties:
- structure (SMILES) = C=NSCSC=S
- frontier orbital gap (hartree) = 0.3013
- E_LUMO (eV) = -0.474
- multiplicity = 1

```
12
C3H5NS3, DFT wB97M-V/def2-TZVPD
C 2.248 1.513 0.449
N 1.683 0.349 0.649
S 1.029 -0.292 -0.774
C -0.251 -1.429 0.037
S -1.337 -0.556 1.053
C -2.229 -0.090 -0.283
S -3.632 0.803 -0.135
H 2.497 2.026 1.341
H 2.308 2.136 -0.604
H -0.807 -1.791 -0.943
H 0.409 -2.468 0.513
H -1.918 -0.203 -1.303
```

---

Q: Which of them is the most stable? A: model one.

---

Model one:
CH3NS2 | wB97M-V/def2-TZVPD

Computed properties:
- structure (SMILES) = SN1CS1
- frontier orbital gap (hartree) = 0.2974
- E_LUMO (eV) = -0.710
- multiplicity = 1

```
7
CH3NS2, DFT wB97M-V/def2-TZVPD
S 1.856 0.658 -0.078
N -0.031 0.054 0.656
C -0.686 -0.778 -0.264
S -1.352 0.882 -0.066
H 1.729 1.714 0.797
H -0.205 -1.030 -1.318
H -1.310 -1.500 0.273
```

---

Model two:
CH3NS2 | wB97M-V/def2-TZVPD

Computed properties:
- structure (SMILES) = NSC=S
- frontier orbital gap (hartree) = 0.3154
- E_LUMO (eV) = -0.401
- multiplicity = 1

```
7
CH3NS2, DFT wB97M-V/def2-TZVPD
N -1.424 0.777 -0.111
S -0.748 -0.840 -0.140
C 0.979 -0.829 -0.174
S 2.026 0.421 -0.149
H -0.499 1.258 -0.448
H -1.741 1.041 0.866
H 1.408 -1.827 0.156
```

---

Model three:
CH3NS2 | wB97M-V/def2-TZVPD

Computed properties:
- frontier orbital gap (hartree) = 0.3052
- E_LUMO (eV) = -0.343
- multiplicity = 1

```
7
CH3NS2, DFT wB97M-V/def2-TZVPD
C 2.711 0.491 0.505
N -0.666 -0.207 0.478
S 2.644 1.245 -0.788
S -1.925 0.116 -0.789
H -2.658 -0.858 -0.322
H 0.130 0.332 0.565
H -0.237 -1.120 0.352
```

---

Q: Which of them is the most stable? A: model two.

---

Model one:
C4H3N3S | wB97M-V/def2-TZVPD

Computed properties:
- structure (SMILES) = [H]/N=C(/C#CC#N)NS
- frontier orbital gap (hartree) = 0.3610
- E_LUMO (eV) = -0.217
- multiplicity = 1

```
11
C4H3N3S, DFT wB97M-V/def2-TZVPD
H 2.129 2.449 -0.209
N 1.131 2.326 -0.052
C 0.934 1.068 0.022
C -0.429 0.513 -0.010
C -1.600 0.231 0.024
C -2.946 -0.154 -0.016
N -4.078 -0.392 0.015
N 1.890 0.079 0.152
S 1.572 -1.560 -0.132
H 2.856 0.381 0.220
H 1.504 -1.909 1.168
```

---

Model two:
C4H3N3S | wB97M-V/def2-TZVPD

Computed properties:
- structure (SMILES) = S=Cc1cnnnc1
- frontier orbital gap (hartree) = 0.2857
- E_LUMO (eV) = -1.863
- multiplicity = 1

```
11
C4H3N3S, DFT wB97M-V/def2-TZVPD
S 1.090 -1.578 -2.345
C 0.947 -1.269 -0.768
C 0.144 -0.219 -0.121
C 0.099 -0.091 1.254
N -0.606 0.861 1.861
N -1.295 1.742 1.138
N -1.287 1.692 -0.182
C -0.597 0.745 -0.804
H 1.479 -1.909 -0.063
H 0.672 -0.753 1.910
H -0.647 0.779 -1.879
```

---

Q: Which of them is the most stable? A: model two.

---

Model one:
CH2BrPSi | wB97M-V/def2-TZVPD

Computed properties:
- structure (SMILES) = BrC1=P[SiH2]1
- frontier orbital gap (spin up / spin down) (hartree) = 0.2534 / 0.2698
- E_LUMO (spin up / spin down) (eV) = -1.399 / -1.328
- multiplicity = 1

```
6
CH2BrPSi, DFT wB97M-V/def2-TZVPD
Br 1.148 3.592 -1.208
C 1.134 2.146 -0.106
P 0.108 2.245 1.869
Si 0.000 0.684 0.087
H -1.190 0.224 -0.647
H 0.772 -0.478 0.698
```

---

Model two:
CH2BrPSi | wB97M-V/def2-TZVPD

Computed properties:
- frontier orbital gap (spin up / spin down) (hartree) = 0.2549 / 0.2597
- E_LUMO (spin up / spin down) (eV) = -1.462 / -1.391
- multiplicity = 1

```
6
CH2BrPSi, DFT wB97M-V/def2-TZVPD
C 0.088 2.170 -0.807
Si -0.381 0.466 -0.126
P -2.237 1.658 -0.280
Br 0.376 3.342 -2.213
H -0.606 -0.969 -0.472
H 0.412 0.801 1.050
```

---

Q: Which of them is the most stable? A: model one.